# C22H49FO3S

A cluster of 4 separate species, C22H49FO3S in total in a non-equilibrium geometry (wB97M-V/def2-TZVPD, the OMol25 dataset).

Computed properties:
HOMO, eV: -10.0
SMILES: O=C(OS)OCCCF.CCCCCC.CCCCCC.CCCCCC
2S+1: 1
Electronic energy, Eh: -1591.254615
Gap between HOMO and LUMO, eV: 9.66

Cartesian coordinates (Å):
O: 7.756 -3.257 0.509
C: 6.830 -2.808 -0.375
O: 6.921 -3.325 -1.749
S: 6.597 -5.001 -1.670
O: 5.821 -1.874 0.149
C: 5.009 -1.268 -0.918
C: 3.716 -2.180 -1.355
C: 2.964 -2.949 -0.115
F: 2.179 -4.076 -0.745
H: 5.201 -5.114 -1.376
H: 4.582 -0.205 -0.583
H: 5.647 -1.042 -1.901
H: 4.142 -3.036 -2.067
H: 2.969 -1.487 -1.969
H: 3.708 -3.402 0.681
H: 2.165 -2.289 0.448
C: 2.248 1.922 0.472
C: 1.313 0.723 0.402
C: 0.244 0.854 -0.687
C: -0.728 2.026 -0.511
C: -1.505 2.036 0.808
C: -2.410 0.825 0.978
H: 1.709 2.840 0.724
H: 3.008 1.761 1.242
H: 2.759 2.071 -0.484
H: 0.847 0.563 1.380
H: 1.910 -0.173 0.197
H: -0.319 -0.084 -0.741
H: 0.741 0.962 -1.660
H: -1.442 2.010 -1.344
H: -0.183 2.972 -0.604
H: -2.125 2.940 0.838
H: -0.820 2.106 1.659
H: -3.138 0.764 0.163
H: -2.963 0.899 1.920
H: -1.839 -0.108 1.003
C: -0.462 -1.004 3.978
C: -0.901 -1.474 5.357
C: -2.171 -0.778 5.855
C: -2.053 0.740 6.042
C: -0.949 1.195 7.000
C: -1.152 0.701 8.424
H: -0.211 0.060 3.974
H: 0.427 -1.556 3.658
H: -1.252 -1.176 3.239
H: -0.082 -1.336 6.070
H: -1.091 -2.553 5.313
H: -2.476 -1.240 6.801
H: -2.985 -0.976 5.147
H: -3.017 1.118 6.404
H: -1.892 1.217 5.068
H: -0.932 2.292 7.012
H: 0.033 0.877 6.635
H: -2.108 1.051 8.826
H: -0.354 1.081 9.071
H: -1.131 -0.392 8.481
C: -0.692 -0.200 -4.421
C: -1.316 -0.262 -5.807
C: -1.513 1.118 -6.442
C: -2.465 2.054 -5.689
C: -3.881 1.511 -5.477
C: -4.625 1.258 -6.779
H: -1.329 0.339 -3.715
H: -0.545 -1.212 -4.030
H: 0.283 0.296 -4.456
H: -2.268 -0.801 -5.758
H: -0.661 -0.853 -6.458
H: -1.868 0.983 -7.470
H: -0.537 1.612 -6.524
H: -2.526 3.000 -6.241
H: -2.036 2.305 -4.712
H: -4.448 2.243 -4.889
H: -3.856 0.593 -4.881
H: -4.706 2.176 -7.367
H: -5.639 0.901 -6.568
H: -4.128 0.497 -7.388